DFT (wB97M-V/def2-TZVPD) results for a structure of composition C44H35AsClMnN2O3S in a non-equilibrium geometry.

* molar mass: 837.15 g/mol
* spin multiplicity: 4
* E_HOMO (spin up / spin down): -0.379 / -0.380 Ha
* energy: -170829.0328 eV
* charge: +1
* expectation value of S²: 3.996
* HOMO-LUMO gap (spin up / spin down): 5.75 / 6.54 eV
* strongest force on any atom: 2.31 eV/Å

Geometry (Å):
Mn 0.343 0.591 -0.843
Cl -1.709 -3.161 4.780
C -1.526 -2.384 3.257
C -2.659 -1.880 2.600
C -2.538 -1.256 1.390
C -1.271 -1.044 0.788
O -1.196 -0.428 -0.337
C -0.128 -1.600 1.458
C 1.117 -1.657 0.781
N 1.412 -0.923 -0.248
C 2.338 -1.374 -1.187
C 3.480 -2.119 -0.977
C 4.176 -2.628 -2.079
C 3.738 -2.421 -3.363
C 2.591 -1.638 -3.614
C 2.074 -1.356 -4.895
C 0.946 -0.581 -4.996
C 0.335 -0.078 -3.843
N 0.787 -0.311 -2.622
C 1.902 -1.092 -2.508
C -0.287 -2.275 2.679
H -3.623 -1.994 3.067
H -3.402 -0.875 0.867
H 1.793 -2.461 1.072
H 3.844 -2.299 0.022
H 5.068 -3.208 -1.905
H 4.271 -2.850 -4.198
H 2.567 -1.752 -5.768
H 0.520 -0.352 -5.960
H -0.556 0.536 -3.919
H 0.580 -2.690 3.167
S 2.050 2.089 -1.531
C 1.379 3.693 -1.287
C 2.253 4.771 -1.141
C 1.764 6.061 -1.121
C 0.402 6.301 -1.243
C -0.476 5.235 -1.349
C -0.001 3.928 -1.361
As -1.191 2.381 -1.415
C -2.093 2.502 0.295
C -1.329 3.110 1.418
C -1.770 2.627 2.801
C -3.147 2.061 2.908
C -3.839 1.732 1.816
C -3.259 1.868 0.498
C -2.615 3.054 -2.613
C -3.639 3.843 -2.091
C -4.609 4.369 -2.925
C -4.573 4.111 -4.286
C -3.557 3.334 -4.815
C -2.580 2.809 -3.983
H 3.311 4.581 -1.050
H 2.448 6.890 -1.023
H 0.028 7.314 -1.251
H -1.546 5.399 -1.424
H -1.209 4.173 1.240
H -1.594 3.369 3.594
H -3.542 1.923 3.900
H -4.837 1.327 1.891
H -3.790 1.428 -0.343
H -3.675 4.038 -1.024
H -5.394 4.985 -2.513
H -5.335 4.516 -4.932
H -3.521 3.140 -5.876
H -1.780 2.210 -4.407
C 5.123 4.580 3.330
C 3.764 4.060 2.982
C 2.712 4.893 2.651
C 1.438 4.425 2.333
C 0.404 5.515 2.196
C 1.229 3.039 2.266
C 2.261 2.186 2.695
C 2.083 0.711 2.905
C 3.499 2.703 3.039
C -0.012 2.300 1.730
O -0.720 1.646 2.829
O 0.349 1.466 0.756
H 5.214 5.642 3.120
H 5.886 4.039 2.774
H 5.315 4.419 4.390
H 2.877 5.962 2.641
H 0.838 6.445 2.559
H -0.474 5.319 2.808
H 0.101 5.691 1.165
H 1.158 0.335 2.486
H 2.055 0.519 3.978
H 2.925 0.163 2.481
H 4.273 2.023 3.368

Charges in e, computed with natural (NBO), in the same order as the atoms:
1 Mn 1.083
2 Cl 0.033
3 C -0.072
4 C -0.150
5 C -0.264
6 C 0.500
7 O -0.729
8 C -0.256
9 C 0.256
10 N -0.531
11 C 0.105
12 C -0.189
13 C -0.174
14 C -0.174
15 C -0.093
16 C -0.064
17 C -0.258
18 C 0.130
19 N -0.478
20 C 0.227
21 C -0.149
22 H 0.237
23 H 0.226
24 H 0.209
25 H 0.234
26 H 0.237
27 H 0.232
28 H 0.237
29 H 0.244
30 H 0.208
31 H 0.230
32 S 0.030
33 C -0.161
34 C -0.214
35 C -0.162
36 C -0.241
37 C -0.144
38 C -0.382
39 As 1.153
40 C -0.255
41 C -0.350
42 C 0.060
43 C -0.139
44 C -0.230
45 C -0.205
46 C -0.328
47 C -0.156
48 C -0.217
49 C -0.177
50 C -0.199
51 C -0.200
52 H 0.234
53 H 0.227
54 H 0.229
55 H 0.216
56 H 0.253
57 H 0.195
58 H 0.220
59 H 0.223
60 H 0.221
61 H 0.223
62 H 0.229
63 H 0.229
64 H 0.227
65 H 0.201
66 C -0.629
67 C 0.012
68 C -0.225
69 C -0.003
70 C -0.630
71 C -0.034
72 C 0.022
73 C -0.634
74 C -0.218
75 C 0.543
76 O -0.544
77 O -0.692
78 H 0.217
79 H 0.221
80 H 0.226
81 H 0.203
82 H 0.223
83 H 0.210
84 H 0.218
85 H 0.222
86 H 0.230
87 H 0.203
88 H 0.204

***

DFT (wB97M-V/def2-TZVPD) results for a cluster of 2 separate species, C2H8NS in total in a non-equilibrium geometry.

* molar mass: 78.16 g/mol
* E_HOMO: -0.092 Ha
* energy: -14529.8274 eV
* charge: -1
* HOMO-LUMO gap: 6.44 eV
* strongest force on any atom: 1.29 eV/Å

Geometry (Å):
S -0.213 -1.873 2.955
H -1.401 -1.834 2.325
C 1.015 0.164 -1.276
C 0.213 0.206 0.017
N -0.897 1.197 -0.116
H 1.081 1.175 -1.694
H 2.027 -0.163 -1.068
H 0.552 -0.480 -2.024
H -0.185 -0.795 0.171
H 0.798 0.503 0.874
H -1.484 1.028 0.702
H -1.505 0.871 -0.866

Charges in e, computed with natural (NBO), in the same order as the atoms:
1 S -1.064
2 H 0.074
3 C -0.621
4 C -0.222
5 N -0.844
6 H 0.193
7 H 0.207
8 H 0.187
9 H 0.201
10 H 0.205
11 H 0.358
12 H 0.325

***

DFT (wB97M-V/def2-TZVPD) results for a cluster of 2 separate species, C3H10N3O in total in a non-equilibrium geometry.

* molar mass: 104.13 g/mol
* E_HOMO: -0.521 Ha
* energy: -9782.8244 eV
* charge: +1
* HOMO-LUMO gap: 9.56 eV
* strongest force on any atom: 1.54 eV/Å

Geometry (Å):
C 0.280 -1.134 0.089
C 1.198 0.028 -0.083
C 2.555 -0.155 0.449
N -1.944 0.435 -0.634
N -2.260 -0.208 0.634
N 0.699 1.050 -0.664
O -0.127 -1.799 -0.811
H 0.060 -1.350 1.153
H 2.699 0.505 1.310
H 3.320 0.107 -0.282
H 2.706 -1.182 0.783
H -0.371 0.984 -0.835
H -2.620 1.161 -0.886
H -3.220 -0.543 0.637
H -2.013 -0.293 -1.345
H 1.245 1.881 -0.871
H -2.207 0.513 1.357

Charges in e, computed with natural (NBO), in the same order as the atoms:
1 C 0.370
2 C 0.383
3 C -0.712
4 N -0.698
5 N -0.664
6 N -0.609
7 O -0.444
8 H 0.169
9 H 0.284
10 H 0.283
11 H 0.267
12 H 0.451
13 H 0.374
14 H 0.369
15 H 0.390
16 H 0.428
17 H 0.360

***

DFT (wB97M-V/def2-TZVPD) results for a structure of composition C7H6ClN3O2S in a non-equilibrium geometry.

* molar mass: 231.66 g/mol
* E_HOMO: -0.329 Ha
* energy: -39277.5857 eV
* charge: 0
* HOMO-LUMO gap: 9.06 eV
* strongest force on any atom: 1.75 eV/Å

Geometry (Å):
C 2.392 -1.052 -1.847
C 2.217 -1.935 -0.768
C 1.577 0.036 -2.025
C 1.235 -1.749 0.174
C 0.569 0.249 -1.078
C 0.410 -0.634 0.020
C -0.419 1.238 -0.873
N -0.599 -0.141 0.771
N -1.087 1.003 0.264
N -3.172 0.303 2.044
O -1.152 1.378 2.980
O -2.796 2.843 1.843
S -2.313 1.543 2.173
Cl -0.745 2.602 -1.815
H 3.194 -1.239 -2.545
H 2.885 -2.777 -0.676
H 1.703 0.728 -2.841
H 1.107 -2.421 1.007
H -4.022 0.497 1.543
H -0.984 -0.473 1.647

Charges in e, computed with natural (NBO), in the same order as the atoms:
1 C -0.235
2 C -0.178
3 C -0.151
4 C -0.257
5 C -0.188
6 C 0.219
7 C 0.130
8 N -0.352
9 N -0.311
10 N -1.091
11 O -0.881
12 O -0.860
13 S 2.353
14 Cl 0.075
15 H 0.219
16 H 0.220
17 H 0.227
18 H 0.225
19 H 0.393
20 H 0.442

***

DFT (wB97M-V/def2-TZVPD) results for a cluster of 2 separate species, C3H11NO2S in total in a non-equilibrium geometry.

* molar mass: 125.19 g/mol
* spin multiplicity: 2
* E_HOMO (spin up / spin down): -0.497 / -0.491 Ha
* energy: -19699.1985 eV
* charge: +1
* expectation value of S²: 0.754
* HOMO-LUMO gap (spin up / spin down): 8.94 / 3.76 eV
* strongest force on any atom: 1.69 eV/Å

Geometry (Å):
C 0.032 0.709 -0.557
C -1.014 1.722 -0.030
S -2.565 2.039 -0.905
N 0.889 0.264 0.509
C 1.866 -0.727 0.054
O 2.672 -1.327 1.024
H -0.548 -0.180 -0.854
H 0.672 1.057 -1.377
H -0.498 2.659 0.202
H -1.316 1.374 0.965
H -2.865 0.727 -0.804
H 1.370 1.032 0.977
H 1.219 -1.442 -0.455
H 2.594 -0.364 -0.685
H 3.287 -0.680 1.373
H -1.358 -2.820 0.228
H -2.176 -1.548 0.151
O -2.261 -2.494 0.186

Charges in e, computed with natural (NBO), in the same order as the atoms:
1 C -0.220
2 C -0.613
3 S 0.726
4 N -0.619
5 C 0.099
6 O -0.677
7 H 0.196
8 H 0.225
9 H 0.270
10 H 0.308
11 H 0.148
12 H 0.364
13 H 0.163
14 H 0.148
15 H 0.476
16 H 0.478
17 H 0.434
18 O -0.907

***

DFT (wB97M-V/def2-TZVPD) results for a structure of composition C29H29CoN2O3S2 in a non-equilibrium geometry.

* molar mass: 576.63 g/mol
* spin multiplicity: 5
* E_HOMO (spin up / spin down): -0.259 / -0.307 Ha
* energy: -98959.0297 eV
* charge: 0
* expectation value of S²: 6.034
* HOMO-LUMO gap (spin up / spin down): 6.79 / 6.20 eV
* strongest force on any atom: 4.64 eV/Å

Geometry (Å):
C 2.112 -0.038 1.121
C 2.254 -0.724 -0.125
C 2.011 0.213 -1.168
H 2.574 -1.748 -0.266
C 1.720 1.484 -0.566
C 1.773 1.311 0.850
H 1.610 2.432 -1.083
C -1.156 -2.150 2.257
C 0.119 -2.369 1.709
C 0.031 -2.213 0.281
H 1.012 -2.664 2.263
C -1.336 -1.805 -0.024
C -2.054 -1.785 1.202
H 2.114 0.026 -2.231
H 1.663 2.105 1.578
H 2.302 -0.463 2.106
H -3.117 -1.580 1.298
H 0.696 -2.635 -0.472
H -1.451 -2.325 3.291
Co 0.397 0.068 -0.029
C -1.806 -1.422 -1.403
C -3.322 -1.584 -1.517
C -1.068 -2.301 -2.431
H -3.623 -2.604 -1.245
H -3.629 -1.406 -2.548
H -3.848 -0.874 -0.871
H -1.190 -3.362 -2.185
H 0.007 -2.080 -2.475
H -1.482 -2.134 -3.427
C -1.404 0.092 -1.603
C -1.652 0.637 -2.998
H -0.278 0.257 -1.498
H -1.952 0.734 -0.887
O -2.283 -0.088 -3.748
N -1.218 1.863 -3.457
C 0.005 2.623 -3.227
H -1.710 2.133 -4.304
C 1.273 2.002 -3.805
C 2.505 2.636 -3.588
H 2.520 3.625 -3.118
C 3.693 2.009 -3.965
H 4.650 2.483 -3.742
C 3.652 0.781 -4.638
H 4.579 0.279 -4.925
C 2.420 0.207 -4.963
H 2.361 -0.724 -5.528
C 1.228 0.834 -4.574
H 0.262 0.423 -4.875
H 0.099 2.810 -2.149
H -0.129 3.607 -3.702
O 1.915 2.060 5.487
S 1.474 0.858 4.825
O 2.356 -0.288 4.780
N 0.881 1.191 3.314
C -0.382 0.896 3.108
S -1.027 1.045 1.513
C -1.062 0.436 4.323
C -2.366 -0.017 4.535
C -2.727 -0.506 5.795
C -1.786 -0.561 6.836
C -0.471 -0.130 6.626
C -0.137 0.365 5.371
H -3.073 0.023 3.705
H -3.748 -0.852 5.971
H -2.076 -0.943 7.813
H 0.293 -0.170 7.400

Charges in e, computed with natural (NBO), in the same order as the atoms:
1 C -0.354
2 C -0.313
3 C -0.390
4 H 0.237
5 C -0.394
6 C -0.209
7 H 0.235
8 C -0.349
9 C -0.123
10 C -0.379
11 H 0.233
12 C -0.026
13 C -0.070
14 H 0.254
15 H 0.270
16 H 0.268
17 H 0.225
18 H 0.252
19 H 0.236
20 Co 1.030
21 C -0.079
22 C -0.618
23 C -0.616
24 H 0.213
25 H 0.254
26 H 0.207
27 H 0.217
28 H 0.201
29 H 0.248
30 C -0.519
31 C 0.705
32 H 0.192
33 H 0.263
34 O -0.621
35 N -0.633
36 C -0.244
37 H 0.406
38 C -0.042
39 C -0.211
40 H 0.216
41 C -0.199
42 H 0.222
43 C -0.219
44 H 0.221
45 C -0.209
46 H 0.221
47 C -0.234
48 H 0.231
49 H 0.216
50 H 0.224
51 O -0.906
52 S 2.284
53 O -0.922
54 N -0.785
55 C 0.173
56 S -0.257
57 C -0.147
58 C -0.166
59 C -0.209
60 C -0.190
61 C -0.208
62 C -0.226
63 H 0.233
64 H 0.222
65 H 0.222
66 H 0.235